[1]
DFT (ωB97M-V/def2-TZVPD) results for a structure of composition C3H4HgO4 at a distorted geometry.

```
! RIJCOSX wB97M-V def2-TZVPD def2/J DEFGRID3
* xyz -1 2
C -1.756 -0.841 -0.234
C -0.645 0.007 -0.134
O 0.576 -0.627 -0.441
C 1.731 0.016 -0.214
O 1.736 1.209 0.178
O 2.784 -0.632 -0.447
O -2.945 -0.447 0.337
H -1.539 -1.901 -0.023
H -0.849 1.490 -1.046
H -2.839 -0.173 1.314
Hg 4.315 1.245 -0.040
H -0.570 0.655 0.750
*
```

Calculated values
Energy above the lowest of the compared OMol25 structures with the same formula, charge and spin   174.4 kJ/mol
Expectation value of S²   0.803

Here are the Mulliken charges for atoms 1 to 4, given in e: number 1, C, carries -0.295; number 2, C, carries -0.244; number 3, O, carries -0.180; number 4, C, carries 0.477

[2]
DFT (ωB97M-V/def2-TZVPD) results for an isolated molecule of C19H24N2O4 at a distorted geometry.

```
! RIJCOSX wB97M-V def2-TZVPD def2/J DEFGRID3
* xyz 0 1
C -1.518 0.306 -5.273
C -0.205 0.906 -5.756
H -0.064 1.915 -5.364
H -0.176 0.923 -6.850
O 0.915 0.155 -5.280
C 1.343 -0.869 -6.036
O 0.855 -1.172 -7.091
C 2.481 -1.595 -5.359
H 3.139 -0.875 -4.873
H 3.031 -2.160 -6.110
C 1.922 -2.564 -4.299
N 1.266 -1.860 -3.229
C 1.828 -1.708 -2.003
O 2.813 -2.322 -1.648
C 1.096 -0.760 -1.111
C 1.017 -1.077 0.240
C 0.342 -0.185 1.047
C -0.229 1.004 0.548
C -0.115 1.326 -0.798
C 0.548 0.430 -1.611
H 0.682 0.673 -2.655
H -0.528 2.245 -1.180
N -0.821 1.660 1.601
C -0.609 0.912 2.630
O 0.089 -0.227 2.379
C -1.051 1.189 4.019
C -1.961 0.061 4.523
C -2.407 0.342 5.954
C -1.199 0.490 6.873
C -0.286 1.606 6.373
C 0.166 1.329 4.943
H 0.744 0.403 4.912
H 0.803 2.141 4.587
H 0.587 1.692 7.022
H -0.824 2.556 6.406
H -1.529 0.707 7.890
H -0.643 -0.450 6.895
H -3.044 -0.473 6.304
H -2.996 1.261 5.976
H -1.411 -0.882 4.487
H -2.831 -0.026 3.869
H -1.607 2.130 3.998
H 1.466 -1.980 0.619
H 0.482 -1.277 -3.477
H 1.223 -3.262 -4.769
H 2.744 -3.124 -3.847
H -1.628 -0.707 -5.655
H -2.346 0.907 -5.637
H -1.554 0.283 -4.185
*
```

Calculated values
SMILES   CCOC(=O)CCNC(=O)c1ccc2nc(C3CCCCC3)oc2c1
Energy above the lowest of the compared OMol25 structures with the same formula, charge and spin   4.3 kJ/mol

Here are the Mulliken charges for atoms 1 to 4, given in e: number 1, C, carries -1.027; number 2, C, carries -0.409; number 3, H, carries 0.282; number 4, H, carries 0.461

[3]
DFT (ωB97M-V/def2-TZVPD) results for a structure of composition C21H25CrF9MgN5O20PS2 at a distorted geometry.

```
! RIJCOSX wB97M-V def2-TZVPD def2/J DEFGRID3
* xyz 0 5
Cr -1.157 1.679 3.230
Mg 1.619 -0.815 3.237
O -0.996 3.245 2.103
H -0.946 4.121 1.672
C 1.253 1.689 -0.256
F 2.292 1.303 -0.969
F 1.732 2.395 0.778
F 0.477 2.514 -0.963
S 0.288 0.174 0.408
O -0.883 0.717 1.142
O -0.078 -0.755 -0.693
O 1.204 -0.524 1.340
C 5.248 -2.871 1.646
F 4.756 -2.296 0.545
F 6.068 -3.919 1.363
F 6.059 -1.990 2.227
S 3.769 -3.320 2.797
O 4.419 -3.671 4.084
O 2.874 -2.147 2.815
O 3.064 -4.371 2.075
P 0.140 0.519 4.962
O -1.255 0.161 4.432
O 1.374 -0.396 4.906
O 0.023 2.010 4.710
O 0.458 0.580 3.467
C -2.715 -2.856 -0.901
C -2.272 -2.782 0.479
O -3.119 -3.733 1.084
C -4.243 -3.710 0.510
O -5.284 -4.076 1.016
O -4.096 -3.090 -0.694
F -2.513 -1.515 0.957
H -2.302 -3.674 -1.491
H -2.543 -1.871 -1.336
H -1.238 -3.070 0.668
C -0.104 0.185 -4.203
C -0.336 1.456 -5.043
O 0.934 1.760 -5.338
C 1.735 1.249 -4.426
O 2.871 1.564 -4.250
O 1.161 0.381 -3.670
F -0.810 2.425 -4.225
H -0.285 -0.727 -4.771
H -0.859 0.118 -3.419
H -1.055 1.227 -5.830
C 1.413 -3.388 -2.201
C 1.639 -4.221 -0.958
O 2.679 -5.095 -1.458
C 2.739 -5.153 -2.777
O 3.370 -5.926 -3.421
O 1.943 -4.209 -3.261
F 0.484 -4.804 -0.643
H 1.951 -2.454 -2.036
H 0.378 -3.066 -2.313
H 2.001 -3.659 -0.097
C -5.103 0.293 0.725
C -4.154 0.822 1.764
N -3.358 1.191 2.528
H -5.986 0.926 0.819
H -5.339 -0.752 0.928
H -4.543 0.388 -0.205
C -2.605 3.603 -1.191
C -2.577 2.144 -1.480
N -2.588 1.002 -1.701
H -3.438 3.879 -0.544
H -2.650 4.237 -2.077
H -1.710 3.867 -0.628
C 0.165 5.936 0.311
C -0.537 6.254 -0.962
N -1.043 6.571 -1.911
H 0.049 4.853 0.351
H -0.374 6.290 1.189
H 1.218 6.208 0.380
C -2.093 -2.670 4.311
C -0.796 -2.502 3.722
N 0.188 -2.358 3.217
H -2.824 -2.216 3.643
H -2.064 -2.338 5.348
H -2.299 -3.741 4.298
C 3.669 4.019 -1.625
C 3.182 5.362 -1.558
N 2.821 6.462 -1.582
H 4.030 3.485 -0.745
H 4.521 4.116 -2.298
H 2.913 3.352 -2.038
*
```

Calculated values
Electronic energy   -159863.3138 eV
Expectation value of S²   6.026

Here are the Mulliken charges for atoms 1 to 4, given in e: number 1, Cr, carries 0.087; number 2, Mg, carries 0.813; number 3, O, carries -0.606; number 4, H, carries 0.134

[4]
DFT (ωB97M-V/def2-TZVPD) results for a structure of composition B5CaF20 at a distorted geometry.

```
! RIJCOSX wB97M-V def2-TZVPD def2/J DEFGRID3
* xyz -3 1
Ca -0.075 -0.089 0.059
B -0.289 -2.297 -1.813
F 0.870 -1.771 -1.202
F -0.589 -3.556 -1.234
F -1.346 -1.389 -1.512
F -0.224 -2.486 -3.202
B 1.664 1.389 -1.842
F 2.851 0.669 -1.924
F 0.528 0.582 -2.174
F 1.410 1.912 -0.561
F 1.721 2.459 -2.791
B 2.052 0.357 2.026
F 2.747 1.562 1.945
F 2.593 -0.454 3.049
F 0.677 0.620 2.266
F 2.132 -0.386 0.806
B -1.394 -1.952 1.927
F -1.988 -0.863 1.196
F -1.121 -1.537 3.233
F -2.322 -3.016 1.954
F -0.221 -2.273 1.232
B -1.954 2.496 -0.309
F -2.979 3.108 0.434
F -1.075 1.784 0.602
F -2.505 1.642 -1.253
F -1.162 3.488 -0.911
*
```

Calculated values
Energy above the lowest of the compared OMol25 structures with the same formula, charge and spin   0.0 kJ/mol

Here are the Mulliken charges for atoms 1 to 4, given in e: number 1, Ca, carries 1.947; number 2, B, carries 0.524; number 3, F, carries -0.242; number 4, F, carries -0.410

[5]
DFT (ωB97M-V/def2-TZVPD) results for an isolated molecule of C5H7N3 at a distorted geometry.

```
! RIJCOSX wB97M-V def2-TZVPD def2/J DEFGRID3
* xyz 0 1
C 0.575 1.135 -0.033
C -0.473 1.770 -0.648
C -0.243 -1.213 -0.165
C -1.573 -0.793 0.258
C -2.716 -0.478 0.632
H 2.017 -0.439 1.598
H 2.769 -0.329 0.121
H 1.383 1.790 0.384
H -1.329 1.204 -0.993
H -0.411 2.907 -0.778
H 0.928 -2.336 -1.112
H -3.635 -0.010 0.868
N 1.970 -0.700 0.616
N 0.801 -0.228 0.077
N -0.062 -2.279 -0.826
*
```

Calculated values
SMILES   [H]/N=C(/C#C)N(N)C=C
Energy above the lowest of the compared OMol25 structures with the same formula, charge and spin   485.7 kJ/mol

Here are the Mulliken charges for atoms 1 to 4, given in e: number 1, C, carries 0.141; number 2, C, carries -0.913; number 3, C, carries 0.176; number 4, C, carries -0.500

[6]
DFT (ωB97M-V/def2-TZVPD) results for a structure of composition AsClH6OP.

```
! RIJCOSX wB97M-V def2-TZVPD def2/J DEFGRID3
* xyz -1 1
O -1.308 -1.797 -0.031
P 0.274 -1.450 0.395
Cl 1.162 -1.793 -1.506
As 0.202 1.060 0.292
H -1.351 -2.567 -0.603
H 0.590 1.029 1.859
H 1.765 0.965 -0.073
H -0.171 0.938 -1.260
H -1.352 0.983 0.683
H 0.188 2.632 0.244
*
```

Calculated values
Electronic energy   -84792.1530 eV

Here are the Mulliken charges for atoms 1 to 4, given in e: number 1, O, carries -0.450; number 2, P, carries 0.034; number 3, Cl, carries -0.339; number 4, As, carries -0.958

[7]
DFT (ωB97M-V/def2-TZVPD) results for an isolated molecule of C18H31BrF2O7S.

```
! RIJCOSX wB97M-V def2-TZVPD def2/J DEFGRID3
* xyz 0 1
C -0.383 -3.892 3.665
C 1.071 -3.492 3.410
C 1.443 -3.472 1.929
C 0.652 -2.476 1.089
O 1.511 -1.375 0.766
C 0.873 -0.219 0.288
C -0.089 0.439 1.295
C 0.289 0.271 2.775
C 0.286 1.592 3.536
O -0.884 2.342 3.252
C -0.634 3.632 2.738
C 0.274 -0.487 -1.128
C -1.198 -0.899 -1.099
O -1.433 -1.701 -2.267
C -2.328 -2.735 -2.076
C -3.734 -2.406 -2.492
O -1.961 -3.790 -1.661
C 0.522 0.558 -2.228
F 1.609 0.165 -2.988
C 0.772 2.005 -1.800
Br -0.988 2.755 -1.291
C 1.401 2.873 -2.880
C 0.813 2.804 -4.289
C -0.435 3.632 -4.528
F -0.275 4.905 -3.999
O 1.588 2.143 -0.642
S 2.295 0.901 0.103
O 2.662 1.442 1.366
O 3.259 0.327 -0.769
H -0.686 -4.719 3.018
H -0.529 -4.205 4.699
H -1.069 -3.061 3.485
H 1.741 -4.185 3.923
H 1.259 -2.506 3.845
H 1.304 -4.474 1.514
H 2.500 -3.228 1.810
H 0.297 -2.941 0.163
H -0.222 -2.106 1.637
H -1.103 0.078 1.135
H -0.141 1.503 1.064
H 1.285 -0.165 2.868
H -0.412 -0.417 3.254
H 0.314 1.387 4.611
H 1.180 2.167 3.281
H 0.039 3.606 1.873
H -0.196 4.287 3.499
H -1.592 4.045 2.425
H 0.808 -1.363 -1.501
H -1.423 -1.484 -0.207
H -1.864 -0.033 -1.127
H -4.097 -1.556 -1.909
H -4.382 -3.263 -2.335
H -3.743 -2.103 -3.540
H -0.334 0.562 -2.905
H 1.387 3.901 -2.517
H 2.445 2.559 -2.913
H 1.588 3.155 -4.973
H 0.601 1.773 -4.582
H -1.324 3.197 -4.072
H -0.611 3.747 -5.598
*
```

Calculated values
Electronic energy   -119812.6152 eV
SMILES   CCCCO[C@]1(CCCOC)[C@@H](COC(C)=O)[C@H](F)[C@](Br)(CCCF)OS1(=O)=O

Here are the Mulliken charges for atoms 1 to 4, given in e: number 1, C, carries -1.133; number 2, C, carries -0.370; number 3, C, carries -1.085; number 4, C, carries 0.288

[8]
DFT (ωB97M-V/def2-TZVPD) results for a cluster of 2 separate species, C5H15NO in total at a distorted geometry.

```
! RIJCOSX wB97M-V def2-TZVPD def2/J DEFGRID3
* xyz 1 2
C 0.782 1.540 -1.927
C 1.037 0.511 -0.846
C -0.205 -0.306 -0.474
C -1.511 0.483 -0.310
C -1.721 1.168 1.121
N -1.653 0.228 2.124
H 1.675 2.149 -2.053
H 0.591 1.057 -2.889
H -0.065 2.203 -1.762
H 1.406 1.018 0.053
H 1.752 -0.229 -1.205
H -0.417 -0.987 -1.285
H -0.075 -0.940 0.405
H -1.635 1.192 -1.123
H -2.291 -0.245 -0.349
H -0.876 1.881 1.194
H -2.618 1.777 1.118
H -2.364 0.259 2.858
H -0.733 -0.062 2.449
H 2.289 -2.381 0.489
H 3.588 -3.022 0.257
O 2.646 -3.195 0.123
*
```

Calculated values
Energy above the lowest of the compared OMol25 structures with the same formula, charge and spin   107.3 kJ/mol
Expectation value of S²   0.755

Here are the Mulliken charges for atoms 1 to 4, given in e: number 1, C, carries -1.296; number 2, C, carries -0.219; number 3, C, carries -0.637; number 4, C, carries -0.661

[9]
DFT (ωB97M-V/def2-TZVPD) results for a cluster of 2 separate species, C6H11N2O in total at a distorted geometry.

```
! RIJCOSX wB97M-V def2-TZVPD def2/J DEFGRID3
* xyz 1 1
C 0.600 0.969 -1.572
C -1.150 0.834 1.715
C 0.622 -0.152 0.226
C -0.203 -0.886 -0.707
C -0.432 1.682 2.701
C 0.114 -2.312 -1.238
N -0.260 -0.001 -1.848
N 1.277 0.795 -0.467
O -2.113 0.379 1.221
H 0.710 1.831 -2.282
H 1.130 -0.807 0.920
H -1.203 -1.009 -0.276
H 0.414 1.150 3.050
H -1.034 1.878 3.524
H -0.111 2.496 2.094
H 0.443 -3.154 -0.611
H 0.852 -2.229 -2.104
H -0.846 -2.755 -1.668
H -1.014 -0.010 -2.513
H 2.205 1.302 -0.166
*
```

Calculated values
Energy above the lowest of the compared OMol25 structures with the same formula, charge and spin   385.7 kJ/mol

Here are the Mulliken charges for atoms 1 to 4, given in e: number 1, C, carries -0.239; number 2, C, carries 0.767; number 3, C, carries -1.030; number 4, C, carries 0.749

[10]
DFT (ωB97M-V/def2-TZVPD) results for a cluster of 10 separate species, C20H63F6N5O9P in total at a distorted geometry.

```
! RIJCOSX wB97M-V def2-TZVPD def2/J DEFGRID3
* xyz -1 1
P 1.346 -1.577 0.408
F 2.187 -1.533 1.844
F 1.059 0.014 0.416
F 2.628 -1.192 -0.456
F 0.408 -1.658 -0.902
F 1.672 -3.193 0.309
F 0.131 -1.952 1.416
C -2.707 -0.567 -3.354
C -3.054 -1.471 -2.172
C -2.805 -2.932 -2.256
O -3.578 -3.522 -3.322
C -3.324 -4.905 -3.381
N -2.487 -1.090 -0.859
H -2.786 0.483 -3.107
H -3.345 -0.691 -4.218
H -1.677 -0.730 -3.706
H -4.133 -1.361 -2.186
H -3.038 -3.435 -1.320
H -1.713 -3.054 -2.364
H -2.387 -5.188 -3.888
H -4.105 -5.422 -3.942
H -3.283 -5.225 -2.375
H -2.659 -0.063 -0.748
H -1.474 -1.171 -0.888
C 1.256 4.366 1.394
C 2.264 3.370 2.002
C 3.680 3.573 1.420
O 3.793 3.414 -0.026
C 4.397 2.191 -0.381
N 2.372 3.472 3.430
H 1.163 4.201 0.292
H 1.635 5.392 1.563
H 0.240 4.309 1.845
H 2.024 2.313 1.769
H 4.384 2.924 1.956
H 4.007 4.612 1.612
H 5.274 2.121 0.261
H 4.598 2.234 -1.420
H 3.670 1.440 -0.179
H 2.841 2.605 3.764
H 2.996 4.301 3.616
C -4.493 4.529 -1.000
C -3.869 4.183 0.366
C -2.364 3.899 0.092
O -2.195 2.746 -0.751
C -0.813 2.368 -0.883
N -3.849 5.428 1.134
H -4.237 3.781 -1.757
H -3.990 5.469 -1.231
H -5.583 4.632 -0.920
H -4.240 3.218 0.810
H -1.796 3.838 0.998
H -1.985 4.784 -0.419
H -0.354 1.962 -0.003
H -0.308 3.214 -1.274
H -0.817 1.603 -1.672
H -3.428 5.275 2.013
H -4.758 5.815 1.179
C 3.901 -1.226 -3.365
C 3.632 -2.752 -3.593
C 5.009 -3.497 -3.734
O 4.834 -4.871 -4.029
C 3.870 -5.203 -4.950
N 2.902 -3.326 -2.495
H 3.258 -0.607 -4.024
H 4.951 -0.934 -3.514
H 3.571 -0.857 -2.383
H 3.127 -2.783 -4.557
H 5.493 -3.522 -2.764
H 5.611 -3.076 -4.511
H 2.835 -4.820 -4.604
H 3.779 -6.271 -4.888
H 4.075 -4.833 -5.952
H 3.554 -3.392 -1.702
H 2.100 -2.792 -2.193
C -1.876 2.689 4.299
C -1.593 1.309 3.771
C -2.381 0.893 2.546
O -3.725 0.534 2.830
C -4.152 -0.599 2.088
N -0.110 1.155 3.391
H -2.901 2.782 4.530
H -1.672 3.430 3.492
H -1.253 2.975 5.139
H -1.747 0.629 4.583
H -1.838 0.010 2.182
H -2.391 1.729 1.805
H -4.523 -0.228 1.142
H -4.936 -1.163 2.551
H -3.237 -1.246 2.007
H 0.047 1.116 2.399
H 0.282 2.097 3.641
O 0.579 -5.979 1.968
H 0.638 -5.607 1.097
H 0.560 -5.221 2.568
O 3.253 0.628 3.726
H 2.770 0.196 4.479
H 3.120 0.026 2.965
O 1.277 -0.398 5.072
H 0.835 0.286 4.454
H 0.996 -1.251 4.738
O -1.684 -6.393 0.198
H -0.989 -6.185 0.882
H -2.240 -5.605 0.171
*
```

Calculated values
Electronic energy   -73239.4342 eV

Here are the Mulliken charges for atoms 1 to 4, given in e: number 1, P, carries 1.395; number 2, F, carries -0.514; number 3, F, carries -0.387; number 4, F, carries -0.325

[11]
DFT (ωB97M-V/def2-TZVPD) results for a structure of composition CH10N3O3Pb at a distorted geometry.

```
! RIJCOSX wB97M-V def2-TZVPD def2/J DEFGRID3
* xyz -1 1
C -2.527 0.877 -1.831
Pb -0.232 0.478 0.174
N 1.896 -0.098 1.292
N 1.042 -0.842 -1.874
H 2.017 -0.960 1.854
H -1.716 1.513 -1.394
H -3.503 1.299 -1.541
H -2.483 -0.182 -1.497
H -2.427 0.979 -2.921
H 1.449 -1.776 -1.768
H 1.811 -0.240 -2.191
H 0.396 -0.899 -2.666
H 2.578 -0.150 0.536
H 2.209 0.668 1.923
O 0.307 -1.058 3.751
N -0.094 -0.147 3.049
O 0.261 1.041 3.151
O -0.986 -0.504 1.953
*
```

Calculated values
Electronic energy   -17054.4826 eV

Here are the Mulliken charges for atoms 1 to 4, given in e: number 1, C, carries -1.018; number 2, Pb, carries -0.017; number 3, N, carries -0.791; number 4, N, carries -1.220

[12]
DFT (ωB97M-V/def2-TZVPD) results for the ion C6H11N2O2 with charge +1 at a distorted geometry.

```
! RIJCOSX wB97M-V def2-TZVPD def2/J DEFGRID3
* xyz 1 1
C 0.102 0.106 -0.423
C 1.537 2.065 -0.217
C -1.922 -0.539 0.499
C -1.782 -0.911 -1.916
C 2.266 -0.477 1.998
C -0.872 -0.882 -0.608
N 0.513 1.189 -0.876
N 1.493 0.607 1.591
O 1.761 3.180 -0.568
O 2.129 1.524 0.814
H -2.384 0.406 0.408
H -1.389 -0.483 1.393
H -2.754 -1.105 0.473
H -1.892 0.010 -2.335
H -2.712 -1.247 -1.785
H -1.353 -1.413 -2.704
H 1.799 -1.307 1.719
H 2.430 -0.263 3.049
H 3.247 -0.486 1.402
H -0.407 -1.814 -0.242
H 0.190 1.839 -1.672
*
```

Calculated values
Energy above the lowest of the compared OMol25 structures with the same formula, charge and spin   804.5 kJ/mol

Here are the Mulliken charges for atoms 1 to 4, given in e: number 1, C, carries 0.107; number 2, C, carries 0.484; number 3, C, carries -1.598; number 4, C, carries -1.645